(1)
Entry from the Open Molecules 2025 dataset: a cluster of 3 separate species, C4H7NO2 in total in a non-equilibrium geometry (the ωB97M-V functional and the def2-TZVPD basis).

Properties
lowest unoccupied orbital energy = 0.0094 Ha
highest occupied orbital energy = -9.712 eV
total charge = 0
HOMO-LUMO gap = 0.3663 Eh
2S+1 = 1
structure (SMILES) = CC#N.C=O.C=O

Last column: Löwdin charge in e.
Geometry (Å):
O 1.2223 0.3532 0.4902  -0.05
H -2.4457 0.0630 0.7979  0.10
C 0.1219 -0.4423 -1.3816  -0.27
C 0.6314 0.3660 1.5452  -0.15
H 2.0389 0.3971 -1.7153  0.08
H -0.9285 -0.9275 0.7340  0.02
H 0.6578 1.3507 -2.3033  0.09
H 0.0413 1.2445 1.8539  0.11
N -0.7196 -1.1300 -1.0056  0.14
H 0.6838 -0.4623 2.2682  0.11
O -1.7675 -0.5310 2.6191  -0.01
C 1.0553 0.3420 -2.1775  -0.05
C -1.6922 -0.4605 1.4170  -0.20
H 1.1008 -0.1630 -3.1423  0.09

Force components x, y, z for each atom (eV/Å):
0.221 0.291 0.961
-0.241 0.141 0.179
-0.438 -0.400 -0.956
0.879 0.313 -0.010
-0.150 -0.077 -0.052
-0.368 0.089 1.296
0.087 -0.088 -0.015
0.035 -0.020 0.015
0.270 -0.080 -0.781
0.079 0.070 -0.039
-0.018 -0.028 -0.495
0.001 -0.019 -0.111
-0.524 -0.402 0.099
0.167 0.208 -0.091



(2)
Entry from the Open Molecules 2025 dataset: an isolated molecule of CH5FSi in a non-equilibrium geometry (the ωB97M-V functional and the def2-TZVPD basis).

Properties
lowest unoccupied orbital energy = 0.0359 Ha
highest occupied orbital energy = -10.978 eV
total charge = 0
HOMO-LUMO gap = 0.4393 Eh
2S+1 = 1
structure (SMILES) = FC[SiH3]

Last column: Löwdin charge in e.
Geometry (Å):
C 0.0702 -0.8409 0.4866  -0.45
H -0.8925 -1.6377 0.9617  0.15
H 0.7160 -1.6319 -0.0256  0.07
H -1.0828 1.8531 0.1835  -0.06
H 1.1926 1.5113 -0.8840  -0.05
F 0.7286 -0.3317 1.5661  -0.17
Si -0.1567 0.7744 -0.4555  0.61
H -0.5754 0.3034 -1.8328  -0.09

Force components x, y, z for each atom (eV/Å):
-2.114 -3.376 0.399
2.458 2.856 -1.668
-0.595 1.247 0.435
0.713 -1.163 -0.416
-1.188 -0.943 0.993
1.049 -0.042 1.789
0.025 1.006 -2.019
-0.349 0.415 0.487



(3)
Entry from the Open Molecules 2025 dataset: a structure of composition C5H12O2 in a non-equilibrium geometry (the ωB97M-V functional and the def2-TZVPD basis).

Properties
lowest unoccupied orbital energy = -0.1449 Ha
highest occupied orbital energy = -8.227 eV
total charge = 0
HOMO-LUMO gap = 0.1575 Eh
2S+1 = 1

Last column: Löwdin charge in e.
Geometry (Å):
H 0.5794 -0.9641 1.0326  0.07
H 2.7644 1.9447 -0.3006  0.03
C -0.1056 -0.7584 -1.0894  -0.21
H -0.8277 2.5588 -0.0781  0.10
C -0.7919 1.4967 0.0567  -0.08
O -1.5324 -1.9013 1.1673  -0.30
C -0.0954 0.7549 -1.0069  -0.15
H -1.1736 -0.1816 1.3546  0.03
H 0.2437 -1.0501 -2.1166  0.13
C 0.8491 -1.2373 -0.0197  -0.14
H 1.8262 -0.7585 -0.1482  0.06
H -1.2561 1.6247 2.1659  0.10
H -0.1337 1.2879 -1.9752  0.14
C -1.1403 0.9583 1.2849  0.18
H 0.8964 -2.3292 -0.0078  0.08
H -1.0501 -1.2143 -0.8999  0.09
H -2.0408 -2.7204 1.2062  -0.05
O 2.0485 1.3788 0.0053  -0.13
H 0.9400 1.1104 -0.6313  0.04

Force components x, y, z for each atom (eV/Å):
-0.088 -0.241 -1.260
-0.253 0.176 -1.003
2.481 1.545 -0.683
0.092 0.507 -0.025
1.203 -0.994 -0.735
-0.170 0.162 -0.190
-6.770 -0.751 -1.046
-0.212 1.280 0.440
-0.216 0.159 0.955
0.999 -0.782 1.444
-0.069 -0.655 -0.329
-0.589 -0.572 -0.823
0.366 -0.062 0.473
0.752 -1.258 -0.097
0.201 0.190 -0.080
-1.493 -0.123 0.613
-0.096 0.152 0.042
-1.673 -0.605 0.421
5.536 1.872 1.883



(4)
Entry from the Open Molecules 2025 dataset: an isolated molecule of C21H20ClN3O2 (the ωB97M-V functional and the def2-TZVPD basis).

Properties
lowest unoccupied orbital energy = 0.0234 Ha
highest occupied orbital energy = -7.940 eV
total charge = 0
HOMO-LUMO gap = 0.3152 Eh
2S+1 = 1
structure (SMILES) = O=C(Cn1ccc2ccccc2c1=O)N1CCN(c2cccc(Cl)c2)CC1

Last column: Löwdin charge in e.
Geometry (Å):
N 1.4596 -0.5279 -0.2017  -0.05
H 0.7217 -0.1427 -2.9910  0.14
C 3.6355 2.1302 2.5494  -0.06
C 0.5155 -1.0339 -1.0246  -0.42
H -0.4486 -2.0751 -3.7563  0.13
H 1.7404 1.3578 -1.0952  0.12
H -0.1326 0.8979 -1.7995  0.11
H 3.0201 0.8052 -0.0043  0.13
H 1.3692 -2.2527 0.9368  0.12
C -2.5760 -2.1715 -3.7869  -0.02
H -6.9716 0.0818 -1.8616  0.10
H -5.1316 -2.8888 -4.3220  0.11
C -3.6789 -0.4978 -2.4022  -0.07
H 2.1486 -0.0149 4.6960  0.10
C 1.2629 1.5469 1.0276  -0.13
H 1.5579 2.5932 1.0877  0.12
C 4.8885 1.9506 4.6100  -0.13
C 2.6892 1.2054 3.0052  -0.22
C -4.8381 0.0929 -1.8901  -0.01
C 3.9517 1.0367 5.0656  -0.08
H -2.6274 -3.0185 -4.4505  0.11
C 1.7637 -1.2401 1.0259  -0.10
O -2.2177 0.9402 -1.2020  0.05
H -4.7269 0.9238 -1.2100  0.12
N -1.2829 -0.5843 -2.5881  -0.01
C -5.0518 -2.0525 -3.6425  -0.03
H 4.0635 0.6104 6.0511  0.11
H 0.1768 1.5075 0.8854  0.13
C -6.1810 -1.4561 -3.1342  -0.07
H 1.3579 -1.0321 3.1343  0.11
C -2.3809 0.0215 -1.9937  -0.36
Cl 5.8493 3.6347 2.7351  0.67
C -3.7782 -1.5864 -3.2885  -0.16
N 1.5673 0.8681 2.2672  -0.10
C 4.7042 2.4884 3.3501  -0.67
C -1.3851 -1.6612 -3.4149  -0.06
C 2.8728 0.6725 4.2890  -0.03
H 3.5629 2.5784 1.5725  0.09
C 0.0149 -0.1234 -2.1570  -0.04
H 2.8500 -1.2767 1.1579  0.13
C 1.1158 -0.5076 2.2133  -0.12
H 0.0289 -0.5095 2.0817  0.14
C 1.9358 0.8372 -0.1611  -0.12
O 0.0883 -2.1657 -0.9100  0.08
C -6.0773 -0.3784 -2.2543  -0.08
H -7.1575 -1.8229 -3.4155  0.10
H 5.7312 2.2394 5.2158  0.10

Force components x, y, z for each atom (eV/Å):
0.277 -0.090 0.182
-0.065 0.024 0.056
-0.105 -0.028 -0.102
0.068 0.210 -0.255
0.032 -0.017 0.013
0.035 -0.020 -0.004
0.154 -0.177 -0.160
-0.072 0.064 -0.084
0.119 0.095 0.029
0.500 -0.005 -0.042
-0.053 0.046 0.041
-0.015 -0.076 -0.060
-0.370 -0.278 -0.186
-0.086 -0.041 0.025
0.215 0.113 -0.275
-0.038 0.001 0.001
0.094 0.111 -0.069
0.293 0.184 0.266
0.038 0.049 0.020
0.021 0.002 -0.093
0.088 -0.084 -0.071
-0.174 -0.333 0.308
-0.096 0.067 0.173
-0.002 0.057 0.052
0.011 0.367 0.150
-0.041 -0.005 -0.006
-0.006 -0.037 0.091
0.061 0.056 -0.054
0.052 -0.092 -0.075
-0.069 0.026 -0.017
0.235 0.140 -0.011
0.114 0.113 -0.058
-0.076 0.355 0.295
-0.377 0.131 -0.026
-0.053 -0.160 0.232
-0.416 -0.601 -0.506
-0.034 -0.130 -0.012
-0.015 0.018 -0.090
-0.031 0.024 0.248
-0.041 -0.015 0.015
0.147 -0.386 -0.142
0.043 -0.066 0.047
-0.179 0.427 0.099
-0.238 -0.164 -0.044
0.027 0.113 0.093
-0.060 -0.043 -0.031
0.089 0.055 0.034



(5)
Entry from the Open Molecules 2025 dataset: a cluster of 2 separate species, C4H6BrF in total in a non-equilibrium geometry (the ωB97M-V functional and the def2-TZVPD basis).

Properties
lowest unoccupied orbital energy (alpha / beta) = 0.0039 / -0.0009 Ha
highest occupied orbital energy (alpha / beta) = -8.888 / -8.308 eV
total charge = 0
HOMO-LUMO gap (alpha / beta) = 0.3305 / 0.3044 Eh
2S+1 = 1

Last column: Löwdin charge in e.
Geometry (Å):
C -0.6318 -0.9793 0.9485  -0.64
C -0.7565 0.2222 -1.3166  0.09
H -1.0917 1.2021 -1.0650  0.04
F -0.4751 -0.2290 -3.5678  0.02
Br 0.4370 -2.4412 0.3992  0.70
H -0.9948 0.5554 2.4765  0.09
H 0.3769 -0.4720 2.7567  0.08
H 0.5130 0.7589 1.4238  0.07
C -0.3351 -0.5609 -2.2931  -0.30
H 0.0894 -1.4956 -1.9424  0.01
H -1.7033 -1.1280 0.8338  0.04
C -0.1638 0.0536 1.9157  -0.21

Force components x, y, z for each atom (eV/Å):
-0.830 1.250 -2.309
0.716 -1.482 1.282
-0.336 0.310 -0.307
0.437 -0.367 -1.022
-0.184 0.257 0.635
0.491 -0.232 -1.057
-0.098 0.548 -0.855
-0.125 0.013 0.398
-1.029 1.306 2.804
0.128 -0.406 -1.187
0.388 -0.433 0.109
0.442 -0.764 1.510



(6)
Entry from the Open Molecules 2025 dataset: a structure of composition C26H24N4O4OsSe2 in a non-equilibrium geometry (the ωB97M-V functional and the def2-TZVPD basis).

Properties
lowest unoccupied orbital energy (alpha / beta) = -0.2345 / -0.3223 Ha
highest occupied orbital energy (alpha / beta) = -13.572 / -13.493 eV
total charge = +2
HOMO-LUMO gap (alpha / beta) = 0.2642 / 0.1736 Eh
⟨S²⟩ = 6.049
2S+1 = 5

Last column: Löwdin spin population.
Geometry (Å):
N -1.3777 -0.9734 0.2535  0.00
H -1.7076 3.6660 -1.2570  0.00
C 1.0584 -3.5892 0.1746  0.00
O -1.4903 1.8225 0.2884  0.29
H 1.8828 5.2803 0.4584  0.00
C 1.2787 3.2333 0.3414  0.02
O -3.2288 4.0832 0.1270  0.15
N -0.0356 -0.2527 2.8228  0.10
C 2.3319 3.1877 -2.1657  0.00
H 3.0408 -2.7926 0.4276  0.00
N -0.9130 -2.2423 0.1711  0.00
Os -0.0096 0.4941 0.3171  2.38
C -3.3937 0.3983 0.4455  0.03
H -1.2167 4.5971 0.1800  0.00
C 0.4061 -2.2837 0.1623  0.00
H -5.5706 3.6100 0.7122  0.00
H 4.1045 -5.0169 0.5685  0.00
Se 0.4688 3.2198 2.1070  0.07
O 1.0966 -1.1784 0.1718  0.13
H 3.2634 -0.4947 -0.7758  0.00
C -2.0139 4.4284 -0.5432  0.01
H 4.0942 1.2086 1.3150  0.00
H -6.6067 1.3838 1.0141  0.00
H 4.7382 0.4945 -0.8118  0.00
C 0.5911 0.1210 5.1037  0.00
C -2.6695 -0.8294 0.3322  0.10
H -1.5346 -2.4848 4.8322  0.00
H 0.2950 -6.8922 0.0715  0.00
C -5.5489 1.4649 0.8080  0.11
C 0.8913 -5.9931 0.1430  0.00
H 2.7474 3.1269 -3.1610  0.00
H -2.2218 5.3574 -1.0671  0.00
C -0.7941 -1.2756 3.2310  0.01
C 0.2878 -4.7538 0.0656  0.00
H -1.3152 -1.8383 2.4694  0.00
H 2.7407 -7.0572 0.3735  0.00
H 2.8226 5.2590 -1.8606  0.00
C 4.0360 -0.0375 -0.1651  0.00
N 1.2108 2.0994 -0.3686  0.03
C 1.7346 2.0778 -1.6024  0.03
H -3.2493 -1.7473 0.3172  0.00
H 1.6676 1.1444 -2.1473  0.01
H -5.2175 -0.6652 0.7176  0.00
C 0.6478 0.4193 3.7510  0.01
H 4.5713 -0.8251 0.3680  0.00
C -0.2013 -0.9386 5.5152  0.00
C 1.8525 4.3885 -0.1516  0.00
Se 1.8879 1.8001 3.2264  0.01
C -4.9820 2.7046 0.6512  0.02
C 2.3791 4.3676 -1.4377  0.02
C -0.9064 -1.6493 4.5590  0.00
H -0.2579 -1.2075 6.5611  0.00
C 3.0367 -4.9342 0.4183  0.00
C 2.2674 -6.0861 0.3200  0.00
C 2.4410 -3.6895 0.3422  0.00
C -2.7666 1.6837 0.3503  0.15
C -3.6190 2.8460 0.3591  0.17
H 1.1568 0.7137 5.8085  0.00
C -4.7633 0.3155 0.6572  0.13
O 3.3942 0.8604 0.7531  0.01
H -0.7775 -4.6683 -0.0852  0.00

Force components x, y, z for each atom (eV/Å):
-0.796 0.348 0.124
-0.108 -0.023 0.041
0.268 -0.171 -0.008
-0.941 0.784 -0.542
0.026 -0.013 0.021
-0.183 -0.127 0.508
-0.107 -0.441 0.093
-0.006 0.247 -0.285
0.010 0.082 0.033
-0.037 0.002 0.007
0.384 -0.846 -0.099
1.343 -0.861 0.817
-0.528 0.313 0.010
-0.111 -0.036 0.041
-1.195 -0.129 0.048
-0.006 -0.004 -0.002
0.010 0.037 -0.042
0.039 0.296 -0.253
0.117 0.988 -0.321
-0.048 -0.016 0.002
0.455 0.216 -0.227
-0.095 0.048 0.118
-0.005 -0.054 -0.020
-0.004 -0.037 0.004
0.076 0.055 -0.079
0.478 -0.529 -0.042
0.013 -0.023 -0.029
-0.018 0.013 -0.043
-0.046 0.686 -0.058
0.084 -0.041 0.001
-0.028 -0.022 -0.014
-0.070 -0.012 0.068
-0.095 0.008 0.047
-0.009 0.165 0.005
-0.008 0.035 0.029
0.000 -0.002 0.029
0.033 -0.005 0.007
0.104 0.170 0.029
-0.355 0.044 -0.082
0.139 -0.115 -0.078
0.065 -0.061 -0.036
-0.007 -0.029 0.057
-0.047 0.018 0.042
0.079 0.079 -0.196
-0.007 -0.018 -0.032
-0.001 -0.093 -0.044
0.000 -0.064 -0.059
0.073 -0.070 0.538
-0.412 -0.206 0.141
-0.017 -0.076 0.021
0.067 0.014 0.075
-0.028 0.029 0.012
0.102 -0.128 0.030
-0.054 0.083 -0.031
-0.075 0.176 0.032
0.375 -0.526 0.040
0.022 0.582 -0.044
-0.021 -0.007 0.021
0.706 -0.363 -0.084
0.443 -0.335 -0.372
-0.044 -0.033 0.032